ORCA calculation (ωB97M-V with the def2-TZVPD basis set) on a molecular structure, C24H17AlF4N5O7.

The geometry in ORCA input format:
```
! wB97M-V def2-TZVPD RIJCOSX def2/J DEFGRID3
* xyz -1 1
Al -0.503 -0.066 0.725
C -1.875 1.566 2.821
N -0.541 1.497 2.207
C -0.217 2.792 1.585
C 0.469 1.149 3.232
C 1.649 0.495 2.535
N 1.136 -0.570 1.702
C 1.228 -1.873 2.079
C 0.973 -2.831 1.074
F -1.418 -1.331 1.452
C 0.990 -4.180 1.304
F 0.728 -5.024 0.292
C 1.280 -4.700 2.555
C 1.541 -3.783 3.551
F 1.809 -4.224 4.797
C 1.514 -2.418 3.340
F 1.699 -1.617 4.424
H -1.875 2.286 3.649
H -2.604 1.874 2.076
H -2.150 0.579 3.190
H -0.185 3.582 2.345
H 0.743 2.741 1.076
H -0.977 3.036 0.849
H 0.744 2.043 3.807
H 0.018 0.424 3.910
H 2.138 1.232 1.885
H 2.396 0.173 3.257
H 1.305 -5.762 2.740
O 2.695 -3.045 -0.941
C 1.791 -2.261 -1.017
O 0.711 -2.291 -0.187
C 1.743 -1.185 -2.043
C 2.414 -1.449 -3.220
C 2.560 -0.469 -4.188
C 2.102 0.818 -3.964
C 1.484 1.094 -2.772
C 1.201 0.111 -1.775
O 0.503 0.414 -0.763
N 1.087 2.482 -2.544
O 1.192 2.929 -1.418
O 0.637 3.104 -3.490
N 3.236 -0.777 -5.437
O 3.592 -1.926 -5.626
O 3.366 0.121 -6.252
H 2.837 -2.431 -3.377
H 2.234 1.593 -4.705
N -6.586 2.468 -2.820
C -5.640 2.090 -2.287
C -4.461 1.616 -1.615
C -4.547 0.559 -0.710
C -3.405 0.115 -0.062
C -2.140 0.686 -0.270
C -2.100 1.733 -1.205
C -3.224 2.205 -1.866
H -5.508 0.095 -0.524
H -3.491 -0.709 0.637
H -1.149 2.205 -1.437
H -3.149 3.015 -2.580
*
```

highest occupied orbital energy = -5.3 eV
Kohn-Sham gap = 7.0 eV

***

ORCA calculation (ωB97M-V with the def2-TZVPD basis set) on a molecular structure, C24H17AsN2PtS4.

The geometry in ORCA input format:
```
! wB97M-V def2-TZVPD RIJCOSX def2/J DEFGRID3
* xyz 2 5
Pt -1.615 -1.945 -0.571
S -2.181 -1.400 -2.718
S -3.363 -2.693 -3.598
S -3.883 -4.300 -2.226
S -3.040 -3.959 -0.521
N -0.212 -4.073 6.443
C -0.411 -3.728 5.364
C -0.650 -3.291 4.012
C -0.105 -3.987 2.940
C -0.354 -3.536 1.661
N -1.098 -2.441 1.417
C -1.621 -1.771 2.459
C -1.425 -2.164 3.763
H 0.501 -4.869 3.100
H 0.047 -4.054 0.801
H -2.219 -0.903 2.224
H -1.869 -1.607 4.576
C 3.002 3.472 2.124
C 3.505 2.578 1.180
C 2.691 1.594 0.649
C 1.351 1.567 1.042
C 0.844 2.424 2.026
C 1.674 3.396 2.546
As 0.104 0.392 0.151
C -1.065 1.539 -0.870
C -2.126 2.308 -0.424
C -2.764 3.146 -1.330
C -2.331 3.196 -2.646
C -1.265 2.406 -3.080
C -0.630 1.551 -2.195
C 0.481 0.614 -2.522
C 1.074 0.443 -3.759
C 2.082 -0.510 -3.922
C 2.515 -1.300 -2.859
C 1.948 -1.133 -1.611
C 0.955 -0.165 -1.454
H 3.655 4.224 2.548
H 4.536 2.649 0.857
H 3.084 0.896 -0.077
H -0.182 2.349 2.361
H 1.295 4.091 3.284
H -2.458 2.271 0.606
H -3.597 3.758 -1.008
H -2.828 3.852 -3.349
H -0.930 2.473 -4.110
H 0.762 1.045 -4.604
H 2.532 -0.642 -4.898
H 3.295 -2.035 -3.009
H 2.287 -1.731 -0.773
*
```

energy relative to the best compared isomer or geometry (same formula, charge and spin) = 87.8 kJ/mol
highest occupied orbital energy (spin up / spin down) = -14.0 / -14.5 eV
Kohn-Sham gap (spin up / spin down) = 7.5 / 4.8 eV

***

ORCA calculation (ωB97M-V with the def2-TZVPD basis set) on a molecular structure, C24H17BCl3F4NO2PdS.

The geometry in ORCA input format:
```
! wB97M-V def2-TZVPD RIJCOSX def2/J DEFGRID3
* xyz -2 3
Pd -1.748 -1.271 0.440
Cl 0.718 -4.799 6.190
C 0.551 -4.113 4.582
C -0.709 -3.851 4.067
C -0.806 -3.309 2.808
Cl -2.405 -3.009 2.152
C 0.304 -2.979 1.958
O 0.200 -2.492 0.801
C 1.550 -3.292 2.576
Cl 2.998 -2.957 1.659
C 1.680 -3.834 3.835
H -1.600 -4.063 4.641
H 2.666 -4.037 4.231
O -0.835 0.903 2.047
S 0.423 0.689 1.250
C 1.462 2.089 1.639
C 0.874 3.333 1.833
C 1.672 4.411 2.172
C 3.046 4.246 2.317
C 3.622 3.000 2.126
C 2.825 1.911 1.791
C 0.028 1.178 -0.397
C 0.983 1.828 -1.245
C 0.672 2.264 -2.494
C -0.698 2.052 -3.077
C -1.701 2.417 -2.007
C -1.613 1.614 -0.890
H -0.198 3.422 1.718
H 1.226 5.388 2.319
H 3.666 5.095 2.583
H 4.691 2.870 2.244
H 3.253 0.926 1.645
H 1.947 2.091 -0.826
H 1.410 2.847 -3.035
H -0.823 2.671 -3.971
H -2.046 3.438 -1.889
H -2.260 1.707 -0.029
F -5.455 -3.037 -0.196
B -4.727 -2.025 -0.845
F -4.484 -0.972 0.074
F -3.481 -2.524 -1.269
F -5.452 -1.544 -1.942
N -1.021 0.271 -0.964
C -0.631 -0.248 -2.246
C -0.962 0.575 -3.449
C -0.278 0.077 -4.679
C 0.490 -1.038 -4.697
C 0.699 -1.794 -3.517
C 0.148 -1.363 -2.297
H -2.058 0.548 -3.600
H -0.443 0.640 -5.593
H 0.950 -1.362 -5.625
H 1.309 -2.688 -3.540
H 0.374 -1.899 -1.382
*
```

energy relative to the best compared isomer or geometry (same formula, charge and spin) = 231.4 kJ/mol
highest occupied orbital energy (spin up / spin down) = -0.9 / -0.9 eV
Kohn-Sham gap (spin up / spin down) = 5.0 / 5.0 eV

***

ORCA calculation (ωB97M-V with the def2-TZVPD basis set) on a molecular structure, C24H18AgN5O3PS2.

The geometry in ORCA input format:
```
! wB97M-V def2-TZVPD RIJCOSX def2/J DEFGRID3
* xyz -1 1
Ag 0.724 -0.577 -2.435
O 4.081 -3.083 -1.461
S 2.988 -2.147 -1.355
O 1.657 -2.760 -1.420
O 3.088 -0.983 -2.234
C 3.087 -1.474 0.307
C 4.336 -1.467 0.893
C 4.513 -0.981 2.178
C 3.421 -0.508 2.882
C 2.173 -0.517 2.288
C 1.988 -0.990 0.992
P 0.321 -0.940 0.232
C -0.467 -2.380 1.019
C -0.812 -3.428 0.184
C -1.407 -4.563 0.701
C -1.664 -4.655 2.057
C -1.319 -3.607 2.899
C -0.723 -2.476 2.381
C -0.423 0.455 1.150
C -1.743 0.415 1.595
C -2.351 1.544 2.114
C -1.656 2.739 2.186
C -0.353 2.799 1.720
C 0.255 1.672 1.204
H 5.161 -1.866 0.328
H 5.494 -0.978 2.626
H 3.537 -0.135 3.885
H 1.326 -0.128 2.839
H -0.595 -3.352 -0.875
H -1.667 -5.374 0.042
H -2.129 -5.542 2.460
H -1.512 -3.674 3.958
H -0.455 -1.662 3.044
H -2.294 -0.516 1.560
H -3.367 1.484 2.471
H -2.128 3.619 2.594
H 0.189 3.730 1.746
H 1.265 1.738 0.824
S -1.786 -1.065 -3.170
C -2.053 0.590 -3.194
N -2.238 1.266 -2.009
C -2.351 2.611 -1.938
C -2.342 3.332 -3.099
C -2.188 2.584 -4.289
N -2.068 1.289 -4.336
H -2.147 0.718 -1.154
H -2.420 3.031 -0.952
H -2.385 4.402 -3.109
H -2.150 3.097 -5.242
N 0.622 1.731 -2.174
C 0.702 2.849 -2.494
N 0.830 4.084 -2.702
C 0.049 4.703 -3.516
N -0.613 5.347 -4.199
*
```

energy relative to the best compared isomer or geometry (same formula, charge and spin) = 91.5 kJ/mol
highest occupied orbital energy = -5.3 eV
Kohn-Sham gap = 7.6 eV

***

ORCA calculation (ωB97M-V with the def2-TZVPD basis set) on a molecular structure, C24H18Br2Cl5N6O8S3Tb.

The geometry in ORCA input format:
```
! wB97M-V def2-TZVPD RIJCOSX def2/J DEFGRID3
* xyz 0 7
Tb 0.828 -1.034 -0.424
Br 5.090 -3.287 -2.129
C 4.078 -1.849 -2.877
Br 3.735 -0.436 -1.537
H 3.113 -2.230 -3.202
H 4.649 -1.420 -3.696
S -1.116 -3.050 0.757
C -1.527 -1.574 1.460
N -0.784 -0.493 1.313
C -1.327 0.599 1.941
C -0.789 1.886 1.948
C -1.501 2.893 2.566
C -2.705 2.634 3.217
C -3.224 1.353 3.262
C -2.539 0.345 2.611
S -2.971 -1.338 2.437
H 0.163 2.075 1.474
H -1.114 3.902 2.539
H -3.242 3.441 3.691
H -4.150 1.133 3.768
Cl 3.035 -3.384 1.573
C 2.462 -4.089 0.111
C 1.824 -3.224 -0.782
C 1.356 -3.860 -1.937
Cl 0.511 -2.785 -3.034
C 1.486 -5.214 -2.213
Cl 0.843 -5.904 -3.654
C 2.152 -6.017 -1.287
Cl 2.354 -7.694 -1.583
C 2.641 -5.449 -0.110
Cl 3.443 -6.423 1.047
N 1.596 0.174 4.977
C 1.438 -0.756 3.869
C 2.251 -0.234 2.686
O 3.129 0.688 2.999
O 2.126 -0.672 1.561
H 1.496 -0.277 5.878
H 0.906 0.916 4.923
H 3.054 0.865 3.970
H 0.405 -0.931 3.546
H 1.861 -1.732 4.125
N -3.612 -1.469 -3.548
C -2.827 -1.768 -2.504
N -2.644 -3.046 -2.165
S -2.083 -0.529 -1.655
H -4.087 -2.172 -4.089
H -3.764 -0.502 -3.779
H -3.101 -3.802 -2.648
H -2.153 -3.249 -1.298
O 1.311 1.124 -0.228
C 0.751 1.300 -1.334
O 0.682 0.401 -2.201
C 0.099 2.647 -1.499
C 0.709 3.751 -0.916
C 0.027 4.957 -0.850
C -1.270 5.078 -1.327
C -1.860 3.963 -1.906
C -1.182 2.755 -2.021
N -3.234 4.066 -2.365
O -3.728 3.093 -2.887
O -3.799 5.119 -2.181
N 0.669 6.100 -0.223
O 0.103 7.165 -0.294
O 1.720 5.904 0.341
H 1.701 3.660 -0.499
H -1.807 6.012 -1.242
H -1.659 1.892 -2.461
*
```

energy relative to the best compared isomer or geometry (same formula, charge and spin) = 0.0 kJ/mol
highest occupied orbital energy (spin up / spin down) = -8.0 / -8.0 eV
Kohn-Sham gap (spin up / spin down) = 7.0 / 7.0 eV

***

The records above yield M values of 590.40, 731.68, 683.06, 627.42, 1110.64 u, respectively.
The records above yield F_max values of 0.45, 1.10, 1.02, 2.33, 2.39 eV Å⁻¹, respectively.
The records above yield total energy values of -2367.2290, -4981.4795, -3461.0972, -2709.6824, -11323.9028 a.u., respectively.